No. 1
Formula: C7H9BrClF3O
Source: the Open Molecules 2025 dataset
Level of theory: the ωB97M-V functional and the def2-TZVPD basis

- Orbital gap: 0.331 Ha
- HOMO level: -8.69 eV
- E_tot: -3681.09148 hartree
- Lowest unoccupied orbital energy: 0.305 eV

```
! RIJCOSX wB97M-V def2-TZVPD def2/J DEFGRID3
* xyz 0 1
C 0.0629 -0.1882 0.8485
C 1.2368 0.3358 0.4144
C 2.3388 -0.6112 0.1282
C -1.6870 0.3522 -1.6525
C -1.1818 0.4821 1.2240
C 1.3630 1.7740 -0.0231
C -2.4182 -0.0280 -0.3524
O -1.8004 -0.0445 2.2987
F 0.2338 2.4908 -0.1859
F 2.1582 2.5361 0.8187
F 1.8752 1.8002 -1.2875
Cl -2.6849 -1.7563 -0.1574
Br -3.9829 0.8652 -0.0670
H 0.0624 -1.1782 1.1639
H 2.7349 -0.6272 -0.8500
H 3.1838 -0.4791 0.8510
H 1.8954 -1.6790 0.2645
H -2.3482 0.5577 -2.4298
H -1.0753 -0.2825 -2.2179
H -1.1729 1.2867 -1.5338
H -1.3098 1.6285 1.3333
H -1.7725 -1.0491 2.2870
*
```

No. 2
Formula: C22H19BrN2O2S5W
Source: the Open Molecules 2025 dataset
Level of theory: the ωB97M-V functional and the def2-TZVPD basis

- Orbital gap (alpha / beta): 0.235 / 0.255 Ha
- HOMO level (alpha / beta): -7.33 / -7.98 eV
- ⟨S²⟩: 2.02
- E_tot: -5741.80208 hartree
- Lowest unoccupied orbital energy (alpha / beta): -0.944 / -1.054 eV

```
! RIJCOSX wB97M-V def2-TZVPD def2/J DEFGRID3
* xyz 0 3
W -0.6874 -0.1756 0.3878
C -4.6930 1.0913 -0.4393
C -3.2040 1.2283 -0.4684
O -2.5379 0.1748 -0.0508
C -2.5559 2.3350 -0.9217
C -1.1402 2.5024 -1.0238
C -0.6278 3.8012 -1.5647
N -0.2864 1.5624 -0.6849
N 1.0698 1.8875 -0.8908
C 1.8084 1.0114 -0.3023
O 1.2857 -0.0132 0.3317
C 3.2839 1.1053 -0.3162
C 3.9161 2.2750 -0.7262
C 5.2989 2.3419 -0.7352
C 6.0533 1.2444 -0.3387
C 5.4235 0.0782 0.0698
C 4.0381 0.0079 0.0828
H -4.9721 0.0584 -0.2479
H -5.1274 1.4099 -1.3860
H -5.1111 1.7138 0.3536
H -3.1633 3.1560 -1.2743
H -1.4576 4.4541 -1.8225
H -0.0005 3.6350 -2.4396
H 0.0062 4.2890 -0.8236
H 3.3171 3.1219 -1.0322
H 5.7922 3.2522 -1.0500
H 7.1342 1.3004 -0.3483
H 6.0085 -0.7783 0.3779
H 3.5334 -0.8945 0.3983
Br -0.7458 -4.7565 -4.7244
C -0.7195 -3.5202 -3.2940
C -0.0248 -3.8266 -2.1372
C -0.0138 -2.9066 -1.0958
C -0.6900 -1.6804 -1.1612
C -1.3761 -1.4217 -2.3577
C -1.3926 -2.3164 -3.4184
H 0.5077 -4.7646 -2.0548
H 0.5711 -3.1634 -0.2168
H -1.9181 -0.4889 -2.4812
H -1.9240 -2.0838 -4.3316
C -2.0153 -2.8047 1.9136
S -0.4010 -1.9943 2.1498
C -0.6099 -1.1577 3.6689
C -0.8207 0.1733 3.7467
S -0.9566 1.3203 2.4503
S -0.9444 0.7732 5.3772
C -0.7396 -0.7269 6.2272
S -0.7689 -0.8528 7.8545
S -0.4729 -2.0615 5.1588
H -1.9020 -3.5042 1.0890
H -2.7959 -2.0813 1.6869
H -2.2514 -3.3305 2.8359
*
```

No. 3
Formula: C30H77ClN3O18S4
Source: the Open Molecules 2025 dataset
Level of theory: the ωB97M-V functional and the def2-TZVPD basis

- Orbital gap: 0.350 Ha
- HOMO level: -7.81 eV
- E_tot: -4760.71522 hartree
- Lowest unoccupied orbital energy: 1.699 eV

```
! RIJCOSX wB97M-V def2-TZVPD def2/J DEFGRID3
* xyz -1 1
Cl -26.1679 -8.8212 25.5390
C -30.6437 -7.7556 27.7916
C -29.3592 -8.2281 27.0012
O -28.3284 -8.6478 27.8987
H -31.4088 -7.5276 27.0496
H -30.4968 -6.9151 28.4699
H -30.8639 -8.5714 28.4801
H -29.0052 -7.4348 26.3428
H -29.6360 -9.1295 26.4545
H -27.5949 -8.6432 27.2793
C -24.0159 -12.5373 26.2307
C -24.2858 -12.4841 24.7099
O -25.4607 -11.7708 24.2824
H -24.8038 -13.1374 26.6860
H -24.1582 -11.5511 26.6725
H -23.0472 -12.8539 26.6174
H -24.4640 -13.5161 24.4078
H -23.4137 -12.2617 24.0950
H -25.4963 -10.8798 24.6379
C -27.5430 -4.0526 23.5389
C -27.5797 -5.3921 24.2441
O -27.1797 -6.5407 23.5915
H -27.4954 -3.3156 24.3406
H -28.4629 -3.8845 22.9789
H -26.6757 -3.9111 22.8941
H -28.5689 -5.4811 24.6934
H -26.9041 -5.4004 25.0994
H -26.9734 -7.2576 24.1958
C -25.9993 -6.1627 19.2901
C -26.5638 -5.4502 20.5285
O -25.6644 -5.7227 21.5205
H -25.0510 -5.7955 18.8976
H -26.7582 -6.0786 18.5122
H -25.9313 -7.2364 19.4648
H -27.5379 -5.8973 20.7267
H -26.8004 -4.3985 20.3665
H -26.2304 -5.9866 22.2496
C -29.6452 -8.7848 32.0744
C -28.5880 -9.5505 31.2651
O -29.2855 -10.2916 30.2861
H -30.4697 -9.3793 32.4677
H -30.1277 -8.0077 31.4816
H -29.1689 -8.1757 32.8427
H -27.9888 -10.1871 31.9160
H -27.9783 -8.7121 30.9281
H -29.0434 -9.9497 29.4223
C -29.4159 -10.3247 21.8703
C -29.5589 -8.8684 22.3460
O -28.5114 -8.0882 21.7890
H -29.5854 -10.4964 20.8073
H -30.1638 -10.8965 22.4197
H -28.4350 -10.7451 22.0924
H -29.4641 -8.8242 23.4310
H -30.5607 -8.5526 22.0550
H -28.3954 -7.3153 22.3464
C -24.3640 -9.6876 29.0823
C -24.5139 -10.6473 30.1704
N -24.6423 -11.3561 31.0419
H -23.5406 -9.0343 29.3710
H -25.3279 -9.1807 29.0365
H -24.0730 -10.1957 28.1630
C -27.5513 -5.8084 28.4963
C -27.2176 -4.6035 29.2240
N -26.9668 -3.6162 29.8116
H -27.6742 -5.7022 27.4184
H -28.5178 -6.2003 28.8130
H -26.7095 -6.4839 28.6485
C -25.4642 -9.1720 21.8476
C -24.0118 -9.1560 21.4599
N -22.9333 -9.1299 21.1948
H -25.6824 -8.2684 22.4167
H -25.7296 -10.0975 22.3586
H -25.9764 -9.0577 20.8922
O -22.4345 -3.7895 28.2879
S -22.8955 -5.1400 27.9076
O -24.1982 -5.6698 28.3125
O -22.7862 -5.4258 26.2883
C -23.5019 -6.5549 25.7530
C -23.2134 -6.5876 24.2777
C -21.6453 -6.3782 28.3616
H -24.5577 -6.4177 25.9869
H -23.3224 -7.5477 26.1657
H -23.4081 -5.7014 23.6737
H -23.7180 -7.4793 23.9056
H -22.1610 -6.8142 24.1071
H -20.8726 -6.3475 27.5935
H -22.0624 -7.3789 28.4742
H -21.2246 -6.0695 29.3186
O -20.1014 -8.2545 25.8281
S -20.0328 -9.6538 25.4563
O -18.8730 -10.1090 24.6913
O -20.2920 -10.5061 26.8541
C -20.1276 -11.9858 26.8011
C -20.5107 -12.4726 28.2017
C -21.6056 -10.0618 24.5529
H -19.0915 -12.2658 26.6109
H -20.8546 -12.3702 26.0857
H -21.5878 -12.4023 28.3538
H -19.9442 -12.0649 29.0389
H -20.2687 -13.5348 28.1676
H -22.4995 -10.1355 25.1722
H -21.4095 -11.0085 24.0496
H -21.7192 -9.3187 23.7637
O -30.6868 -13.4059 24.0537
S -30.5217 -12.2502 24.9418
O -31.1110 -10.9525 24.6033
O -31.1172 -12.6903 26.4502
C -31.2750 -11.6672 27.4014
C -31.5099 -12.2495 28.8423
C -28.7378 -11.9514 25.2168
H -32.1385 -11.0346 27.1961
H -30.4400 -10.9666 27.3973
H -32.3484 -12.9169 29.0415
H -31.6537 -11.3620 29.4585
H -30.6188 -12.7998 29.1445
H -28.3263 -12.7992 25.7646
H -28.5553 -10.9754 25.6667
H -28.2594 -11.8757 24.2404
O -25.7937 -16.2144 31.8577
S -26.8765 -16.2332 30.8317
O -28.2864 -16.4980 31.2386
O -26.8348 -14.7886 30.0441
C -27.7200 -14.4906 28.9566
C -27.5324 -12.9796 28.7702
C -26.4883 -17.3754 29.3879
H -28.7396 -14.6203 29.3194
H -27.6149 -15.0688 28.0386
H -26.5076 -12.7424 28.4847
H -27.7190 -12.4649 29.7127
H -28.2088 -12.5732 28.0182
H -25.5535 -17.0465 28.9340
H -27.2459 -17.2892 28.6089
H -26.3406 -18.4038 29.7174
*
```

No. 4
Formula: C15H22GdN5O8S
Source: the Open Molecules 2025 dataset
Level of theory: the ωB97M-V functional and the def2-TZVPD basis

- Orbital gap (alpha / beta): 0.329 / 0.222 Ha
- HOMO level (alpha / beta): -9.13 / -9.01 eV
- ⟨S²⟩: 16.03
- E_tot: -2624.39886 hartree
- Lowest unoccupied orbital energy (alpha / beta): -0.170 / -2.962 eV

```
! RIJCOSX wB97M-V def2-TZVPD def2/J DEFGRID3
* xyz 0 8
Gd 0.8272 -0.0044 -0.0686
N 2.7104 1.6413 -0.1769
C 2.8370 2.3417 1.1261
C 2.4686 1.4829 2.3813
O 2.6409 1.8989 3.4924
N 1.8130 0.3309 2.0387
C 1.2387 -0.4781 3.0816
C 0.1098 -1.3331 2.5795
O -0.5666 -2.0471 3.3269
O -0.0951 -1.3978 1.2859
H 3.5804 1.0661 -0.3974
H 2.7648 2.3085 -0.9809
H 2.0877 3.1522 1.0259
H 3.8199 2.7524 1.2299
H 0.8012 0.0289 3.9524
H 2.0024 -1.1497 3.5371
C 0.0119 4.5175 0.5481
N -0.4260 3.6985 1.7058
C -0.7635 2.3771 1.6270
N -1.1919 1.7631 2.7234
O -0.6261 1.7930 0.5368
H 1.0246 4.9126 0.7034
H -0.6908 5.2601 0.3815
H -0.0771 3.8868 -0.2960
H -0.5618 4.2249 2.5313
H -1.3825 2.3261 3.5527
H -1.3894 0.8159 2.6723
O -0.9705 -0.9491 -3.9030
C -1.0511 -0.6333 -2.7119
O -0.2966 0.2280 -2.1678
C -2.1062 -1.3665 -1.9406
C -2.5950 -2.6015 -2.4348
C -3.2878 -3.3918 -1.5940
C -3.6063 -3.0694 -0.3003
C -3.1885 -1.8755 0.1586
C -2.3832 -1.0279 -0.6218
N -3.4742 -1.4692 1.5474
O -3.3912 -0.2904 1.7716
O -3.9694 -2.2901 2.2879
H -2.2957 -2.8453 -3.4476
H -3.7372 -4.3644 -1.9343
H -4.2787 -3.6498 0.2948
H -2.0647 -0.0765 -0.2050
C 2.7239 -0.6082 -3.7175
S 2.6199 -1.5189 -2.1636
C 1.6712 -3.0750 -2.6857
H 2.8139 -1.2876 -4.5975
H 3.5600 0.0566 -3.5933
H 1.8767 -0.0139 -3.9245
H 0.7353 -2.7144 -3.0920
H 1.4781 -3.6765 -1.7664
H 2.2498 -3.6586 -3.3787
*
```

No. 5
Formula: H8N2OSi3
Source: the Open Molecules 2025 dataset
Level of theory: the ωB97M-V functional and the def2-TZVPD basis

- Orbital gap: 0.331 Ha
- HOMO level: -9.32 eV
- E_tot: -1058.05927 hartree
- SMILES: O[SiH2]N[SiH2]N=[SiH2]
- Lowest unoccupied orbital energy: -0.311 eV

```
! RIJCOSX wB97M-V def2-TZVPD def2/J DEFGRID3
* xyz 0 1
N -0.7935 -0.0312 -1.2967
N -0.9187 0.2238 1.6260
O 1.5037 -0.7031 -0.1275
Si 0.8993 -0.3163 -1.6177
Si -1.7069 -0.2056 0.1357
Si 0.4416 0.9319 2.1229
H -1.2394 0.4101 -2.0042
H 0.8321 -1.0314 0.4980
H 1.1541 -1.5231 -2.4178
H 1.7776 0.9324 -2.0363
H -3.0446 0.3866 -0.1688
H -1.5187 -1.6940 0.2538
H 1.0536 2.3001 1.9051
H 1.5598 0.3199 3.1274
*
```

No. 6
Formula: C5H15N2O
Source: the Open Molecules 2025 dataset
Level of theory: the ωB97M-V functional and the def2-TZVPD basis

- Orbital gap (alpha / beta): 0.323 / 0.189 Ha
- HOMO level (alpha / beta): -17.69 / -17.68 eV
- ⟨S²⟩: 0.75
- E_tot: -383.45044 hartree
- Lowest unoccupied orbital energy (alpha / beta): -8.905 / -12.527 eV

```
! RIJCOSX wB97M-V def2-TZVPD def2/J DEFGRID3
* xyz 2 2
N -0.5117 1.7250 -0.8692
C 0.1350 0.2147 -0.8645
C -0.5644 -0.6921 0.0382
C 0.1742 -2.0208 0.3163
C -0.6309 -3.1291 0.5764
C 1.6467 0.5533 -0.5629
N 2.1197 1.6848 -1.4041
H 0.1646 2.4044 -1.2862
H -1.3255 1.7406 -1.5595
H -0.7575 1.9185 -0.0231
H -0.1004 -0.1022 -1.9033
H -0.9519 -0.3608 0.9572
H -1.6386 -0.7496 -0.2706
H 1.2659 -1.9572 0.5305
H -1.7154 -3.3183 0.5390
H -0.2560 -4.1374 0.6691
H 2.1475 -0.5288 -0.6410
H 1.7173 0.7637 0.6424
H 2.4150 1.2561 -2.3397
H 2.9000 2.1761 -1.0926
H -2.5736 0.2660 2.5611
H -1.7859 1.4112 3.4123
O -1.8742 0.8819 2.5743
*
```